Entry 1:
{
  "formula": "C70H184CuN18O8P8",
  "method": "wB97M-V/def2-TZVPD",
  "homo_lumo_gap_ev": 6.7,
  "e_homo_ev": -7.811,
  "e_tot_ha": -8736.2032,
  "lumo_energy_ev": -1.14,
  "fmax_ev_per_a": 3.71,
  "charge": 1,
  "elements": ["Cu", "C", "C", "C", "C", "P", "C", "C", "C", "C", "C", "C", "C", "C", "C", "C", "C", "C", "H", "H", "H", "H", "H", "H", "H", "H", "H", "H", "H", "H", "H", "H", "H", "H", "H", "H", "H", "H", "H", "H", "H", "H", "H", "H", "H", "H", "H", "H", "H", "H", "H", "H", "H", "H", "C", "C", "C", "C", "P", "C", "C", "C", "C", "C", "C", "C", "C", "C", "C", "C", "C", "H", "H", "H", "H", "H", "H", "H", "H", "H", "H", "H", "H", "H", "H", "H", "H", "H", "H", "H", "H", "H", "H", "H", "H", "H", "H", "H", "H", "H", "H", "H", "H", "H", "H", "H", "H", "O", "C", "C", "O", "H", "H", "H", "H", "O", "P", "N", "C", "C", "N", "C", "C", "N", "C", "C", "H", "H", "H", "H", "H", "H", "H", "H", "H", "H", "H", "H", "H", "H", "H", "H", "H", "H", "O", "P", "N", "C", "C", "N", "C", "C", "N", "C", "C", "H", "H", "H", "H", "H", "H", "H", "H", "H", "H", "H", "H", "H", "H", "H", "H", "H", "H", "O", "P", "N", "C", "C", "N", "C", "C", "N", "C", "C", "H", "H", "H", "H", "H", "H", "H", "H", "H", "H", "H", "H", "H", "H", "H", "H", "H", "H", "O", "P", "N", "C", "C", "N", "C", "C", "N", "C", "C", "H", "H", "H", "H", "H", "H", "H", "H", "H", "H", "H", "H", "H", "H", "H", "H", "H", "H", "O", "P", "N", "C", "C", "N", "C", "C", "N", "C", "C", "H", "H", "H", "H", "H", "H", "H", "H", "H", "H", "H", "H", "H", "H", "H", "H", "H", "H", "O", "P", "N", "C", "C", "N", "C", "C", "N", "C", "C", "H", "H", "H", "H", "H", "H", "H", "H", "H", "H", "H", "H", "H", "H", "H", "H", "H", "H"],
  "positions_angstrom": [[14.8922, 18.2074, 15.0786], [18.4479, 20.1596, 9.9468], [17.2114, 20.6258, 10.7383], [17.5179, 21.7510, 11.7487], [18.3636, 21.2596, 13.0075], [18.5883, 22.4499, 14.3766], [19.2788, 24.0381, 13.7075], [20.5668, 23.8551, 12.9368], [21.3192, 25.2273, 12.7180], [22.5138, 25.0930, 11.7053], [16.9635, 23.0082, 15.1025], [16.9656, 23.9135, 16.2769], [16.7495, 23.2270, 17.5873], [16.8910, 24.1018, 18.8635], [19.8194, 21.9118, 15.6244], [20.6118, 20.6626, 15.1277], [21.7500, 20.4207, 16.1145], [21.4285, 20.1596, 17.5699], [19.0465, 20.9564, 9.5054], [18.2391, 19.3781, 9.2162], [19.1234, 19.6378, 10.6248], [16.6808, 19.8188, 11.2437], [16.5631, 21.0935, 9.9974], [16.6246, 22.1916, 12.1914], [18.0662, 22.5832, 11.3074], [19.3180, 20.8755, 12.6472], [17.8928, 20.3657, 13.4168], [19.5363, 24.5166, 14.6523], [18.5448, 24.5640, 13.0969], [20.4714, 23.4384, 11.9341], [21.2603, 23.1823, 13.4415], [21.7020, 25.5876, 13.6728], [20.6494, 26.0071, 12.3557], [22.9540, 24.1485, 12.0251], [23.3577, 25.7807, 11.7608], [22.1243, 24.9698, 10.6948], [16.4030, 22.0816, 15.2266], [16.3826, 23.4051, 14.2700], [16.4114, 24.8270, 16.0613], [18.0136, 24.2126, 16.2989], [17.4005, 22.3651, 17.7337], [15.8608, 22.5961, 17.6021], [16.1892, 24.9321, 18.7839], [17.9242, 24.3538, 19.1025], [16.5137, 23.4999, 19.6902], [19.1859, 21.6083, 16.4579], [20.3528, 22.7712, 16.0305], [21.0451, 20.7949, 14.1363], [20.0597, 19.7291, 15.0187], [22.4503, 21.2519, 16.0318], [22.3108, 19.5441, 15.7903], [20.8370, 20.9716, 17.9928], [22.3133, 20.0121, 18.1891], [20.7675, 19.3037, 17.7063], [14.8682, 9.4891, 21.8817], [13.9448, 10.3267, 21.0083], [14.8088, 11.1741, 20.0411], [13.8503, 11.9819, 19.1509], [14.4302, 13.5329, 18.3799], [16.0281, 13.0660, 17.7173], [16.1184, 12.0107, 16.5538], [17.4468, 12.1105, 15.7769], [18.6216, 11.8968, 16.7022], [13.2135, 13.9800, 17.0273], [11.8327, 14.4122, 17.5498], [10.9572, 14.7314, 16.3677], [11.2364, 16.1561, 15.8465], [14.5658, 14.8264, 19.6353], [15.7738, 14.6696, 20.5540], [15.5546, 15.1167, 22.0154], [14.3407, 14.3873, 22.6998], [15.7899, 9.1386, 21.4171], [14.3238, 8.6690, 22.3499], [15.1208, 10.1506, 22.7105], [13.3023, 11.0077, 21.5665], [13.2002, 9.7972, 20.4139], [15.4957, 10.4746, 19.5648], [15.4419, 11.6782, 20.7713], [12.8686, 12.2556, 19.5374], [13.5925, 11.3335, 18.3135], [16.7405, 12.9708, 18.5367], [16.3344, 14.0128, 17.2726], [15.2825, 11.9212, 15.8600], [16.1461, 11.0017, 16.9652], [17.4916, 13.0078, 15.1596], [17.4282, 11.3620, 14.9848], [19.5015, 11.4616, 16.2285], [18.2595, 11.2286, 17.4836], [18.9548, 12.8881, 17.0095], [13.1653, 13.1046, 16.3796], [13.6543, 14.7846, 16.4387], [11.9426, 15.2827, 18.1966], [11.3642, 13.6152, 18.1272], [9.9010, 14.8647, 16.6020], [11.0080, 13.8707, 15.7008], [12.2270, 16.3524, 15.4363], [11.1082, 16.8988, 16.6339], [10.5437, 16.3664, 15.0317], [13.5613, 14.9732, 20.0320], [14.6595, 15.7882, 19.1312], [16.6119, 15.2682, 20.1971], [16.1241, 13.6384, 20.5972], [15.3196, 16.1802, 21.9736], [16.4438, 15.0737, 22.6443], [13.3548, 14.5949, 22.2840], [14.3295, 14.4742, 23.7863], [14.4851, 13.3095, 22.6248], [16.7048, 19.5577, 15.5363], [17.1802, 18.7573, 16.6770], [16.8962, 17.1995, 16.7943], [15.6092, 16.6168, 16.6914], [16.6870, 19.2181, 17.5329], [18.2153, 18.9598, 16.9519], [17.2647, 16.8841, 17.7704], [17.5270, 16.6600, 16.0878], [15.3046, 17.2715, 13.0334], [15.6959, 16.0701, 12.2182], [17.4351, 15.6303, 12.3119], [18.0060, 15.2971, 13.5654], [18.3966, 16.2890, 11.4188], [15.4907, 16.3798, 10.4960], [14.8237, 17.5758, 9.9916], [15.7523, 15.3104, 9.5021], [14.8954, 14.6046, 12.5910], [15.5067, 13.3595, 12.1689], [14.0001, 14.5267, 13.7576], [18.8216, 14.5761, 13.5083], [17.2469, 14.9835, 14.2820], [18.3531, 16.2089, 14.0514], [18.0075, 17.2814, 11.1909], [18.4996, 15.6701, 10.5275], [19.3992, 16.3222, 11.8451], [13.9650, 17.3248, 9.3689], [14.4967, 18.2099, 10.8156], [15.5189, 18.2237, 9.4578], [14.9429, 14.5826, 9.4439], [15.7917, 15.7706, 8.5148], [16.7708, 14.9461, 9.6362], [16.1424, 13.5398, 11.3021], [16.1628, 13.0022, 12.9626], [14.7673, 12.5832, 11.9716], [13.4495, 13.5862, 13.7384], [13.3954, 15.4132, 13.9490], [14.7265, 14.4864, 14.5692], [12.5891, 21.4027, 20.5781], [12.6677, 19.9782, 21.0392], [11.7338, 18.9800, 20.0327], [11.6953, 17.5366, 20.0116], [10.5266, 19.4657, 19.4478], [11.9525, 19.7517, 22.5428], [11.6596, 18.4577, 23.2215], [11.0108, 20.8319, 22.9487], [14.2166, 19.2703, 21.1851], [14.9298, 18.8711, 19.9725], [15.0655, 19.7609, 22.2378], [12.6904, 17.1702, 20.2636], [11.5581, 17.1897, 18.9874], [10.8902, 17.1169, 20.6148], [10.2934, 18.9722, 18.5043], [10.6002, 20.5363, 19.2570], [9.6838, 19.3941, 20.1354], [10.6205, 18.2356, 22.9789], [12.2797, 17.6205, 22.9008], [11.7752, 18.6560, 24.2871], [10.2066, 20.5006, 23.6056], [11.5723, 21.5672, 23.5251], [10.6579, 21.3557, 22.0603], [15.7023, 18.1325, 20.1867], [14.3063, 18.4370, 19.1910], [15.4434, 19.7125, 19.5074], [14.7279, 19.6433, 23.2675], [15.3156, 20.8172, 22.1388], [15.9646, 19.1451, 22.2616], [18.8424, 13.6341, 21.7814], [20.1866, 12.9623, 21.3952], [20.7698, 13.3887, 19.7982], [21.8287, 12.5743, 19.1087], [20.5841, 14.7499, 19.2225], [19.9663, 11.3107, 21.3118], [19.9849, 10.6002, 22.5607], [18.8905, 10.8773, 20.3829], [21.5351, 13.2858, 22.3574], [22.8198, 12.7018, 22.2222], [21.4323, 14.2729, 23.4214], [22.0462, 13.0447, 18.1497], [21.3867, 11.5924, 18.9397], [22.7182, 12.6080, 19.7378], [19.5177, 14.9351, 19.3517], [20.8174, 14.7793, 18.1582], [21.1340, 15.5464, 19.7237], [20.1101, 9.5176, 22.5362], [20.8376, 10.8496, 23.1922], [19.1087, 10.8451, 23.1609], [18.0340, 11.5365, 20.5243], [19.2653, 10.8870, 19.3594], [18.6239, 9.8494, 20.6287], [23.1091, 12.3123, 23.1983], [22.6181, 11.8234, 21.6092], [23.6181, 13.3236, 21.8170], [21.2631, 13.8573, 24.4148], [20.5629, 14.9179, 23.2945], [22.2985, 14.9164, 23.5753], [12.7014, 19.1347, 14.4713], [12.1858, 20.5190, 14.5187], [12.7212, 21.5139, 15.7657], [12.8684, 22.9803, 15.6464], [13.0196, 21.0038, 17.1040], [10.5009, 20.5270, 14.7027], [9.6940, 21.6925, 14.6733], [9.7621, 19.3111, 14.9720], [12.5204, 21.2805, 13.0671], [11.7619, 20.7727, 11.9014], [13.9426, 21.4462, 12.8200], [12.3966, 23.4816, 16.4916], [12.6613, 23.4485, 14.6842], [13.9360, 23.1124, 15.8219], [14.0940, 21.1360, 17.2314], [12.8057, 19.9485, 17.2733], [12.5230, 21.5399, 17.9127], [8.9960, 21.6055, 13.8407], [9.0927, 21.8578, 15.5673], [10.2780, 22.5917, 14.4769], [9.5946, 19.1222, 16.0324], [8.7402, 19.3792, 14.5991], [10.2645, 18.4533, 14.5250], [12.0684, 19.7598, 11.6401], [10.6956, 20.8717, 12.1048], [12.0977, 21.3745, 11.0569], [14.4334, 20.4893, 12.6420], [14.3685, 22.0362, 13.6314], [14.0628, 22.1482, 11.9949], [22.7160, 16.9154, 12.8045], [22.9388, 15.8138, 13.7660], [23.0526, 14.2968, 13.0414], [23.9179, 13.2414, 13.4968], [22.1317, 13.9396, 12.0094], [21.5982, 15.6803, 14.7886], [21.0443, 14.4669, 15.3453], [21.1085, 16.8837, 15.3576], [24.3006, 16.0064, 14.8705], [24.3478, 15.3164, 16.2280], [25.5611, 16.6977, 14.4376], [23.7968, 13.0910, 14.5695], [24.9196, 13.4984, 13.1523], [23.6292, 12.3081, 13.0133], [21.7588, 12.9154, 12.0050], [22.6645, 13.9892, 11.0598], [21.3396, 14.6817, 11.9092], [21.6972, 14.0615, 16.1183], [20.1170, 14.5945, 15.9039], [20.8164, 13.7671, 14.5413], [21.3903, 16.8962, 16.4104], [21.5785, 17.7822, 14.9576], [20.0284, 16.9402, 15.2227], [23.3734, 15.2710, 16.7143], [24.6358, 14.2652, 16.2128], [25.0512, 15.8214, 16.8900], [25.2392, 17.5820, 13.8874], [25.9444, 15.9977, 13.6951], [26.2206, 16.8430, 15.2932], [18.7825, 21.0756, 23.6950], [19.3845, 19.9269, 22.9685], [19.7131, 20.2616, 21.3247], [20.6617, 21.3196, 21.1531], [18.6424, 20.3633, 20.3603], [18.4561, 18.4446, 22.9746], [18.6331, 17.3834, 21.8452], [17.7723, 18.0452, 24.2165], [20.8340, 19.3396, 23.6405], [21.4930, 20.0066, 24.7418], [21.6697, 18.2538, 23.0406], [20.1134, 22.2582, 21.0728], [21.1203, 21.0680, 20.1968], [21.2978, 21.3469, 22.0379], [19.1461, 20.2757, 19.3976], [18.1040, 21.3034, 20.4804], [17.9621, 19.5520, 20.6190], [19.2554, 16.6040, 22.2850], [17.6234, 17.0461, 21.6110], [19.1016, 17.9032, 21.0095], [18.4077, 17.7241, 25.0418], [17.1588, 18.8695, 24.5800], [17.1230, 17.2121, 23.9472], [22.2847, 19.4155, 25.2021], [21.7809, 20.9773, 24.3381], [20.7666, 20.1342, 25.5444], [22.7434, 18.3578, 23.1967], [21.4866, 18.3058, 21.9674], [21.4406, 17.2519, 23.4038]]
}

=====

Entry 2:
{
  "formula": "C42H45N8O5PRuS6SeSi",
  "method": "wB97M-V/def2-TZVPD",
  "homo_lumo_gap_ev": [7.0, 6.6],
  "e_homo_ev": [-9.483, -9.494],
  "e_above_lowest_kcal_mol": 0.0,
  "e_tot_ha": -7958.0991,
  "spin_multiplicity": 2,
  "lumo_energy_ev": [-2.44, -2.88],
  "fmax_ev_per_a": 0.76,
  "charge": 1,
  "elements": ["Ru", "N", "C", "C", "C", "C", "C", "C", "S", "O", "O", "N", "C", "N", "C", "C", "C", "N", "H", "H", "H", "H", "H", "H", "H", "H", "H", "C", "S", "C", "C", "S", "S", "C", "S", "S", "H", "H", "H", "N", "C", "P", "O", "O", "C", "N", "H", "H", "H", "H", "H", "H", "H", "H", "H", "H", "O", "Si", "C", "C", "C", "C", "C", "C", "C", "C", "C", "C", "C", "C", "C", "C", "C", "C", "C", "C", "H", "H", "H", "H", "H", "H", "H", "H", "H", "H", "H", "H", "H", "H", "H", "C", "N", "C", "Se", "N", "C", "C", "C", "C", "C", "C", "H", "H", "H", "H", "H", "H", "H", "H"],
  "positions_angstrom": [[0.6847, -0.1151, 0.5919], [-0.0120, 5.0188, 6.5100], [-0.0095, 3.7694, 5.9569], [-1.0731, 3.3657, 5.1340], [-1.0642, 2.1229, 4.5471], [-0.0138, 1.2447, 4.8049], [1.0281, 1.6083, 5.6537], [1.0284, 2.8624, 6.2229], [0.0128, -0.3086, 4.0461], [0.5824, -1.2988, 4.9186], [-1.3719, -0.6091, 3.6351], [0.8533, -0.2683, 2.6712], [2.2056, -0.5274, 2.6570], [3.0403, -0.4388, 3.6732], [4.3141, -0.7141, 3.3891], [4.7625, -1.0549, 2.1215], [3.8187, -1.0776, 1.1091], [2.5455, -0.8322, 1.3833], [-0.5537, 5.7215, 6.0326], [0.8472, 5.3539, 6.9106], [-1.8814, 4.0562, 4.9347], [-1.8648, 1.8352, 3.8793], [1.8308, 0.9097, 5.8488], [1.8396, 3.1564, 6.8771], [5.0083, -0.6468, 4.2189], [5.8016, -1.2717, 1.9282], [4.0622, -1.3178, 0.0822], [-1.5599, 3.8853, -2.4131], [0.1305, 3.4467, -1.9545], [0.1529, 3.9309, -0.2740], [0.8527, 3.2865, 0.6768], [1.8308, 1.8315, 0.5214], [0.8417, 4.0234, 2.2575], [-0.2107, 5.3390, 1.9058], [-0.7088, 6.4652, 2.9923], [-0.6817, 5.3759, 0.2368], [-1.6934, 3.5176, -3.4304], [-1.7195, 4.9617, -2.4139], [-2.2763, 3.3991, -1.7519], [-0.9870, -3.3140, 2.9651], [-1.8399, -3.6614, 1.7778], [-0.7930, -3.3710, 0.2817], [-0.2318, -4.6562, -0.1746], [0.1338, -2.2462, 0.7032], [-1.8309, -2.6782, -1.0622], [-0.8561, -2.3348, -2.1322], [-1.2662, -2.3904, 3.3688], [-0.0136, -3.1609, 2.6689], [-1.0046, -4.0192, 3.6982], [-2.7439, -3.0572, 1.8103], [-2.1059, -4.7142, 1.8242], [-2.3334, -1.7644, -0.7566], [-2.5522, -3.4060, -1.4312], [-0.2486, -3.1363, -2.3298], [-0.1758, -1.4889, -1.8245], [-1.3023, -2.0639, -3.0080], [0.7504, -0.4173, -1.4137], [1.8137, -0.4176, -2.6697], [0.6480, -0.5159, -4.1516], [-0.5555, 0.2034, -4.1085], [-1.4593, 0.1589, -5.1619], [-1.1781, -0.6098, -6.2856], [0.0087, -1.3244, -6.3492], [0.9107, -1.2746, -5.2922], [2.8648, -1.9644, -2.5691], [3.9430, -2.1549, -3.4412], [4.6953, -3.3192, -3.4072], [4.3854, -4.3209, -2.4948], [3.3289, -4.1488, -1.6134], [2.5806, -2.9781, -1.6512], [2.9503, 1.0422, -2.8845], [4.1178, 1.1601, -2.1257], [4.9702, 2.2413, -2.2781], [4.6767, 3.2240, -3.2147], [3.5399, 3.1128, -4.0003], [2.6879, 2.0299, -3.8346], [-0.7763, 0.8029, -3.2284], [-2.3793, 0.7310, -5.1166], [-1.8788, -0.6461, -7.1096], [0.2334, -1.9227, -7.2228], [1.8282, -1.8490, -5.3586], [4.2121, -1.3745, -4.1462], [5.5265, -3.4462, -4.0889], [4.9708, -5.2309, -2.4709], [3.0788, -4.9218, -0.8976], [1.7801, -2.8485, -0.9317], [4.3722, 0.3904, -1.4071], [5.8657, 2.3173, -1.6746], [5.3418, 4.0687, -3.3398], [3.3165, 3.8694, -4.7415], [1.8060, 1.9524, -4.4611], [-4.0853, 0.4060, -1.6109], [-4.0612, 0.0582, -0.2008], [-3.0333, 0.2570, 0.6557], [-1.4248, 1.1968, 0.2722], [-3.4126, -0.2063, 1.8551], [-4.6977, -0.7224, 1.7920], [-5.5155, -1.3106, 2.7481], [-6.7632, -1.7296, 2.3240], [-7.1790, -1.5698, 0.9961], [-6.3645, -0.9800, 0.0465], [-5.1139, -0.5557, 0.4759], [-3.2913, 1.1188, -1.8071], [-5.0493, 0.8495, -1.8521], [-3.9357, -0.4834, -2.2262], [-2.7877, -0.1154, 2.6611], [-5.1977, -1.4204, 3.7764], [-7.4381, -2.1864, 3.0345], [-8.1638, -1.9118, 0.7097], [-6.6910, -0.8570, -0.9769]]
}